DFT (the ωB97M-V functional and the def2-TZVPD basis) results for a 2-piece molecular cluster, C2H3NO overall at a distorted geometry.

XYZ file:
```
7
Properties=species:S:1:pos:R:3:forces:R:3:lowdin_charge:R:1
N -1.435 -0.907 0.266 0.07 1.33 0.79 0.19
C 0.194 0.903 0.454 0.01 0.64 0.39 0.09
C -0.895 0.106 0.588 -0.74 -1.32 -0.40 -0.29
H 0.988 0.861 1.194 -0.09 -0.07 -0.16 0.08
H 0.681 -1.680 -1.453 -0.19 0.11 0.18 0.02
H 0.163 1.746 -0.229 0.03 -0.19 0.04 0.08
O 0.303 -1.029 -0.821 0.91 -0.50 -0.85 -0.18
```
Forces are in eV/Å.

## Properties
ΔE to the lowest compared entry with this formula, charge and spin in kJ/mol: 491.44
Lowest unoccupied orbital energy (alpha / beta) in Eh: -0.049 / -0.044
Gap between HOMO and LUMO (alpha / beta) in eV: 9.594 / 8.924
HOMO (alpha / beta) in eV: -10.92 / -10.13